ORCA calculation (ωB97M-V/def2-TZVPD) on a molecular structure, ArH24O12.

The geometry in XYZ format:
```
37
Properties=species:S:1:pos:R:3:mulliken_charge:R:1
Ar 3.497 12.969 -16.334 0.01
O 6.306 11.697 -16.599 -0.67
O 1.442 12.344 -13.810 -0.59
O 6.427 13.677 -18.754 -0.63
O 2.356 14.960 -14.004 -0.63
O 4.091 12.911 -12.246 -0.69
O 6.214 13.660 -14.178 -0.66
O 1.707 15.721 -16.738 -0.61
O 2.228 10.942 -19.917 -0.61
O 4.767 15.938 -14.872 -0.66
O 2.142 9.853 -14.592 -0.64
O 0.849 15.189 -19.377 -0.63
O 0.414 13.132 -16.314 -0.62
H 0.863 12.419 -14.569 0.38
H 2.263 15.712 -15.959 0.28
H 5.813 14.371 -14.677 0.37
H 1.977 14.082 -14.028 0.33
H 5.657 11.048 -16.328 0.27
H 2.117 10.779 -14.352 0.30
H 4.598 16.813 -14.525 0.29
H 6.379 12.290 -15.851 0.39
H 4.008 15.421 -14.602 0.35
H 0.637 16.079 -19.660 0.28
H 1.362 15.307 -18.578 0.42
H 4.619 13.539 -11.753 0.32
H 6.340 13.031 -18.054 0.36
H 3.347 13.422 -12.565 0.34
H 5.542 13.400 -13.548 0.33
H 1.763 11.403 -19.218 0.29
H 0.766 13.921 -16.726 0.27
H 0.894 12.592 -13.066 0.29
H 2.112 10.015 -19.711 0.32
H 1.874 15.411 -13.311 0.29
H 2.864 9.491 -14.077 0.32
H 1.272 16.574 -16.712 0.25
H 5.887 13.335 -19.466 0.30
H 0.457 12.464 -16.998 0.30
```

Summary:
- energy (eV) = -39314.676
- ΔE to the lowest compared entry with this formula, charge and spin (eV) = 1.173
- LUMO level (eV) = -0.6
- gap between HOMO and LUMO (eV) = 9.73
- HOMO energy (eV) = -10.3